Record 1
46
Properties=species:S:1:pos:R:3 method="wB97M-V/def2-TZVPD" homo_lumo_gap_ha=0.223 total_charge=+1 multiplicity=1 homo_energy_ev=-10.88 e_lumo_ha=-0.17719
C -1.374 -0.422 0.526
I -3.772 -2.108 1.766
H -3.348 2.551 -2.364
H -1.179 2.114 -4.141
Br 0.317 -1.969 -4.723
H 0.056 3.798 -1.800
H -0.568 -0.632 3.665
H -1.091 2.192 1.481
H 1.915 -1.205 3.691
H -3.853 1.688 2.083
H -3.590 0.226 0.280
H -3.301 0.183 -1.880
I -3.537 -0.056 4.213
C 1.173 -2.108 3.617
O 2.565 0.208 -3.855
H 2.931 -0.703 -4.138
H 2.328 -1.719 1.108
C -2.869 -0.162 1.148
C -1.251 2.854 -3.214
Cl 6.692 -2.142 1.845
C -0.095 -1.075 1.384
H 2.497 -1.082 -1.352
N 0.142 3.168 -2.653
Cl 4.104 -2.030 0.521
H 0.938 -2.514 4.701
C 0.431 -0.359 -1.760
C 5.701 -2.820 0.529
C -1.622 1.916 2.486
C 1.349 -1.281 0.584
Cl 5.496 -4.571 0.782
H -2.010 2.948 2.944
C -2.198 0.548 -2.115
H -1.734 3.863 -3.626
C -2.245 2.196 -2.082
C -1.068 -0.067 -1.079
P 0.853 -0.020 -3.608
Cl 6.512 -2.536 -1.032
C -2.944 0.959 2.341
C -0.251 -1.523 2.965
H -0.859 1.500 3.305
H 0.603 3.718 -3.429
N 1.544 -0.923 -0.904
H -1.029 -2.417 3.111
H -1.965 2.512 -0.982
H 1.611 -2.932 2.907
H -2.004 0.234 -3.249



Record 2
43
Properties=species:S:1:pos:R:3 method="wB97M-V/def2-TZVPD" homo_lumo_gap_ha=0.341 total_charge=0 smiles="CC[C@H](C)NC(=O)C1CCN(S(=O)(=O)c2ccc(Br)s2)CC1" multiplicity=1 homo_energy_ev=-8.83 e_lumo_ha=0.01654
S 2.693 1.953 -0.039
H -5.890 -0.468 2.161
S 1.910 -0.864 -0.816
H -4.632 -1.285 -1.909
H -5.736 1.273 1.914
C 1.358 -1.988 0.380
C 0.630 2.688 -1.555
C -0.527 1.704 -1.385
H 0.249 3.663 -1.881
O -1.811 -0.258 0.276
H -4.374 0.424 -2.246
N 1.367 2.893 -0.333
N -3.615 1.093 0.208
H 1.344 2.328 -2.297
H 1.235 3.376 1.646
H -0.165 1.367 1.405
C -4.600 0.072 0.517
H -2.023 2.941 -0.420
H -4.051 -0.875 0.521
O 3.406 1.826 -1.273
H 1.079 -2.028 2.516
C -5.198 0.327 1.900
H -1.125 1.692 -2.299
H -6.431 -0.702 -0.283
H 1.947 0.456 2.536
C -0.575 2.320 1.069
C -5.682 0.039 -0.566
C -2.298 0.843 0.115
H 0.158 4.296 0.571
C -1.418 2.059 -0.188
H -5.906 -0.336 -2.680
H -6.176 1.013 -0.607
H -4.410 0.361 2.648
Br 0.823 -3.704 -0.111
C 1.835 -0.144 1.652
C -5.113 -0.310 -1.936
C 2.138 0.319 0.407
O 3.345 2.495 1.113
H -1.211 2.715 1.864
C 0.563 3.301 0.791
H -3.961 2.031 0.084
C 1.381 -1.479 1.643
H -0.144 0.696 -1.228



Record 3
44
Properties=species:S:1:pos:R:3 method="wB97M-V/def2-TZVPD" homo_lumo_gap_ha=0.335 total_charge=+1 smiles="C=Cc1nn(CCCCC)c(N(C(=O)F)C(=O)F)[n+]1CSCC" multiplicity=1 homo_energy_ev=-12.66 e_lumo_ha=-0.13057
C 1.089 1.115 -0.035
C -0.370 -3.162 1.218
C -1.192 -3.370 -0.070
C -0.386 0.339 -1.418
H -0.526 -2.159 1.632
N 0.157 -0.700 -0.826
H -0.168 2.904 -2.413
H -1.726 -2.459 -0.351
H -1.943 -4.147 0.062
C 1.387 2.749 1.702
H 1.429 -1.031 1.889
O 1.436 3.911 1.740
C -0.209 2.862 -1.323
N 1.064 -0.199 0.020
C 1.890 -1.050 0.899
H 1.532 -3.712 2.075
H 0.518 3.558 -0.910
H -3.171 1.247 1.937
C 2.036 -2.487 0.398
O 4.028 2.962 0.538
F 0.744 1.976 2.569
H 3.067 -2.770 0.625
S -1.906 3.334 -0.898
H -3.847 1.485 0.325
H -2.349 0.553 0.553
H 1.945 -2.513 -0.690
C 1.116 -3.505 1.086
N 0.158 1.499 -0.928
H 2.852 -0.546 0.986
H -1.133 2.575 1.261
C -1.375 -0.773 -3.325
H -2.592 3.512 1.357
H -0.553 -3.618 -0.919
H -0.768 -3.838 1.979
H -2.173 0.999 -2.517
C -2.108 2.714 0.793
F 2.875 2.486 -1.313
C 3.078 2.525 0.013
H -2.162 -0.891 -4.058
N 1.976 1.908 0.704
C -2.917 1.425 0.888
H 1.177 -4.442 0.526
H -0.576 -1.504 -3.321
C -1.405 0.237 -2.460



Record 4
59
Properties=species:S:1:pos:R:3 method="wB97M-V/def2-TZVPD" s2=0.910 homo_lumo_gap_ha="0.284 / 0.279" total_charge=+1 multiplicity=2 homo_energy_ev="-11.02 / -10.86" e_lumo_ha="-0.12100 / -0.12014"
N 1.476 -1.287 -1.744
N 1.796 -0.530 0.816
F -1.284 4.375 0.307
C 1.379 -1.682 -2.966
O 2.099 3.287 1.532
N 1.385 3.694 -0.829
H 0.843 -4.549 0.962
H 2.737 -3.507 2.075
C 3.989 -1.761 1.994
C 0.202 -3.857 1.510
H 1.519 -2.736 -5.561
H 4.002 -1.698 -2.498
O 2.314 3.211 -3.083
N -3.987 -1.545 0.376
F -1.246 2.753 -1.998
O 0.271 1.919 0.612
N -0.457 -1.684 0.497
H -1.443 -0.506 -5.281
H -2.465 0.229 -4.148
H 4.340 -2.972 -3.648
C 3.604 -2.615 -2.934
F 0.293 5.639 1.090
F -0.626 4.143 2.359
S 1.014 3.170 0.611
H 0.465 -3.929 2.566
N 0.235 -1.437 -3.707
C -0.258 3.088 -2.834
S 1.404 2.776 -2.084
H 3.482 -3.370 -2.150
C 4.038 -0.429 1.628
H 2.386 -1.499 -1.361
H 1.490 -4.117 -4.441
H 2.995 -3.566 -5.195
O 1.456 1.352 -1.748
C 2.814 -2.470 1.781
C 0.419 -2.463 1.018
C 2.057 -3.237 -4.757
C -0.233 4.426 1.123
Mn 0.295 -0.043 -0.591
C 2.920 0.147 1.039
F -0.396 2.363 -3.953
H -0.822 -4.205 1.408
C 1.738 -1.820 1.199
H -1.875 0.238 -1.996
H 4.843 -2.243 2.448
C -2.724 -1.081 0.428
H 4.920 0.174 1.790
H -4.214 -2.512 0.538
F -0.376 4.368 -3.136
N -1.747 -0.455 -4.324
C -0.851 -0.674 -3.324
S -2.333 0.525 0.514
H 0.279 -1.682 -4.680
N -1.024 -0.303 -2.107
H -2.011 -3.031 0.460
N -1.763 -2.056 0.407
H 2.928 1.189 0.752
N 2.364 -2.343 -3.645
H -4.721 -0.867 0.492